{
  "formula": "C5H12NO5PS",
  "method": "ωB97M-V/def2-TZVPD",
  "species": ["C", "C", "C", "C", "C", "O", "P", "O", "S", "O", "N", "O", "O", "H", "H", "H", "H", "H", "H", "H", "H", "H", "H", "H", "H"],
  "coordinates": [[-0.334421, -3.109089, 0.742793], [0.679597, -2.253272, 0.028945], [0.567890, -0.790463, 0.575112], [1.670111, 0.111257, 0.055235], [1.422923, 0.495317, -1.368431], [0.217025, 1.328967, -1.544550], [-0.202595, 2.489295, -0.537933], [-1.243838, 3.287753, -1.428066], [1.303990, 3.569172, 0.211261], [-1.214102, 2.065002, 0.668588], [-2.714288, 1.293523, 0.873757], [-2.980648, 0.558389, 0.023315], [-3.295955, 1.675446, 1.842044], [-0.163988, -3.195335, 1.852530], [-1.295704, -2.565921, 0.606652], [-0.508778, -4.048236, 0.386314], [0.539211, -2.228248, -1.057585], [1.621809, -2.746643, 0.279690], [-0.446805, -0.456914, 0.183950], [0.325065, -0.775165, 1.591696], [2.603152, -0.377745, 0.162497], [1.592479, 0.894173, 0.722367], [1.214318, -0.495043, -2.017535], [2.191964, 1.182860, -1.808236], [-1.548410, 4.090921, -1.044410]],
  "forces_ev_per_angstrom": [[-1.5, 2.9, 1.6], [0.3, 0.2, 1.2], [-1.6, -1.7, -3.2], [-1.7, -1.3, 0.0], [-0.1, -0.3, -1.9], [-1.0, 0.0, 1.0], [0.6, 1.1, 0.5], [0.5, -1.2, -1.6], [-1.6, -1.1, -0.6], [-0.3, -0.9, 1.5], [-0.1, 1.8, 0.7], [0.2, -0.9, -0.9], [1.9, -0.2, -1.2], [0.1, 0.3, -1.1], [0.1, -0.5, 0.4], [-0.1, -2.7, -1.2], [0.0, -0.3, 0.2], [0.5, 0.6, -0.4], [1.1, -0.1, 0.0], [0.7, 0.0, 2.0], [1.1, -0.4, 0.0], [0.7, 2.3, 0.9], [0.6, 2.6, 1.2], [-0.2, -1.2, 0.4], [-0.2, 1.1, 0.6]],
  "e_above_lowest_kcal_mol": 104.8,
  "homo_energy_ev": [-9.0, -9.0],
  "charge": 0,
  "smiles": "CCCCCO[P@](O)(=S)O[N+](=O)[O-]",
  "homo_lumo_gap_ha": [0.2811, 0.2811],
  "lumo_energy_ha": [-0.051, -0.051]
}

---

{
  "formula": "C24H36IrNO",
  "method": "ωB97M-V/def2-TZVPD",
  "species": ["C", "C", "C", "C", "C", "Ir", "C", "C", "H", "C", "H", "H", "C", "H", "H", "H", "C", "H", "H", "H", "C", "H", "H", "H", "C", "H", "H", "H", "C", "H", "H", "H", "C", "H", "H", "H", "C", "H", "H", "H", "C", "C", "C", "C", "H", "C", "H", "C", "H", "H", "H", "C", "N", "C", "C", "O", "H", "H", "H", "H", "H", "H", "H"],
  "coordinates": [[-2.287709, 0.998383, -0.521539], [-2.109284, -0.340838, -0.054104], [-1.635112, -1.142048, -1.149606], [-1.473990, -0.278343, -2.284052], [-1.864745, 1.053405, -1.893121], [-0.072277, 0.393954, -0.788340], [2.606177, -1.103779, -0.825464], [1.977086, 0.200729, -0.575089], [2.327778, 0.730769, 0.290601], [1.533420, 1.005436, -1.715954], [1.804868, 0.575854, -2.646180], [1.730561, 2.032867, -1.588961], [3.952446, -1.441641, -0.087347], [4.014057, -1.055399, 0.941124], [4.150030, -2.525062, -0.019474], [4.730565, -0.962632, -0.707653], [2.106159, -2.070072, -1.910100], [1.006116, -2.076120, -1.985561], [2.585417, -1.697717, -2.820892], [2.403484, -3.114356, -1.697417], [-2.425389, -0.815441, 1.327905], [-1.996333, -0.124027, 2.070369], [-3.518367, -0.853426, 1.489331], [-2.003817, -1.805802, 1.508880], [-1.467397, -2.626289, -1.106560], [-0.930049, -2.920094, -0.185282], [-2.466430, -3.120920, -1.112648], [-0.910017, -2.983368, -1.993430], [-1.060548, -0.660423, -3.669196], [-0.854571, -1.733540, -3.731252], [-1.851380, -0.411000, -4.391074], [-0.158292, -0.105148, -3.961100], [-1.856072, 2.271724, -2.754877], [-1.141634, 2.157650, -3.576817], [-2.849734, 2.459737, -3.183771], [-1.578935, 3.151054, -2.159428], [-2.864142, 2.134615, 0.254977], [-2.412289, 3.085905, -0.053469], [-3.949507, 2.206732, 0.079132], [-2.705718, 1.993846, 1.331304], [0.217953, -2.139156, 2.033157], [1.193856, -2.491982, 1.128932], [-0.237568, -2.864274, 3.035687], [1.407805, -3.919425, 1.007156], [2.100229, -1.845531, 0.640492], [-0.150274, -4.356513, 2.842239], [-0.902630, -2.353995, 4.072363], [0.617870, -4.771184, 1.826896], [2.096582, -4.158092, 0.199241], [-0.645537, -5.034763, 3.476681], [0.772846, -5.734671, 1.529468], [1.072829, 4.837516, 1.045437], [0.396405, 3.944396, 1.981660], [-0.004128, 4.444819, 3.292258], [0.122109, 2.694754, 1.606713], [0.428234, 2.300094, 0.447881], [1.179602, 5.802936, 1.544778], [0.485124, 4.953499, 0.123595], [2.062209, 4.440861, 0.783822], [-1.094508, 4.369784, 3.420008], [0.467579, 3.853635, 4.091652], [0.307507, 5.490839, 3.367642], [-0.378520, 2.051279, 2.358382]],
  "forces_ev_per_angstrom": [[-0.6, -0.2, 0.0], [-0.7, 0.5, -0.1], [-1.0, -0.2, -0.2], [-1.1, 0.0, -0.7], [-0.2, 0.1, -0.1], [0.0, -2.5, 2.9], [0.9, -1.0, 0.5], [1.0, -0.1, -1.2], [0.1, 0.2, 0.3], [2.9, 0.0, -0.1], [-0.1, -0.1, -1.1], [-0.1, 1.3, -0.3], [-0.7, 0.5, -1.1], [-0.1, 0.2, -0.4], [-0.2, 0.4, -0.3], [0.1, -0.3, 0.5], [0.6, 0.8, 1.1], [0.4, 0.3, -0.2], [-0.4, -0.5, -0.4], [0.1, 0.6, -0.2], [-0.2, 0.1, 0.1], [-0.2, -0.3, -0.1], [0.4, 0.0, -0.1], [-0.3, 0.3, 0.0], [0.0, -0.4, 0.0], [-0.3, 0.0, -0.6], [0.6, 0.3, 0.0], [-0.3, 0.1, 0.6], [0.1, 0.1, -0.2], [0.0, 0.2, -0.1], [0.2, -0.1, 0.2], [-0.2, -0.2, -0.1], [-0.2, 0.1, -0.1], [-0.1, 0.1, 0.2], [0.2, 0.0, 0.0], [0.0, -0.2, -0.2], [0.0, 0.1, 0.0], [-0.1, -0.2, 0.1], [0.3, 0.0, 0.1], [-0.1, 0.1, -0.2], [2.0, 1.7, 0.1], [2.7, -1.7, -0.6], [-3.4, -2.3, 3.6], [-1.5, 3.4, 0.5], [-3.4, -1.2, 1.3], [-0.2, 4.0, 0.8], [2.1, -1.7, -3.5], [2.0, 1.5, -2.2], [-0.1, -0.8, 0.5], [-0.5, -0.5, 0.8], [-0.1, -2.9, 0.1], [0.0, 0.1, -0.2], [-0.2, -0.6, -0.1], [-0.2, -0.3, 0.5], [0.4, 0.4, -1.1], [-0.6, 0.9, 1.7], [0.1, -0.2, -0.3], [0.2, 0.0, 0.3], [-0.3, 0.1, 0.0], [0.3, 0.2, -0.1], [-0.1, 0.3, -0.2], [-0.2, -0.3, 0.1], [0.2, 0.2, -0.3]],
  "homo_energy_ev": [-8.9, -11.4],
  "charge": 1,
  "homo_lumo_gap_ha": [0.2587, 0.2446],
  "lumo_energy_ha": [-0.070, -0.175],
  "spin_multiplicity": 6
}

---

{
  "formula": "C5H8O2",
  "method": "ωB97M-V/def2-TZVPD",
  "species": ["C", "C", "C", "C", "C", "O", "H", "H", "H", "H", "H", "H", "O", "H", "H"],
  "coordinates": [[1.416611, -0.379453, -0.579445], [0.161998, -0.027439, -0.224622], [-0.783690, 1.121772, -0.546548], [-1.965272, 0.216958, -0.085403], [-0.949620, -0.916870, 0.151155], [-1.029556, -2.090201, 0.435372], [1.708635, -1.427317, -0.542600], [2.112614, 0.284389, -1.078778], [-0.686710, 2.069391, -0.008495], [-0.788658, 1.326469, -1.621380], [-2.708565, -0.013313, -0.851558], [-2.476453, 0.547872, 0.824565], [2.282312, 0.017530, 1.272767], [2.403843, -0.895670, 1.568357], [1.302504, 0.165889, 1.286614]],
  "forces_ev_per_angstrom": [[-0.9, -0.1, -1.3], [0.2, -0.4, -1.2], [0.0, 0.2, -0.1], [-0.2, -0.1, 0.0], [-0.2, -0.4, 0.0], [0.0, 0.6, 0.0], [-0.1, 0.2, 0.1], [-0.2, 0.0, 0.0], [0.1, -0.2, 0.0], [-0.1, 0.1, 0.2], [0.0, 0.0, 0.1], [0.1, -0.1, -0.1], [0.2, 0.2, 1.5], [0.0, 0.2, 0.2], [1.3, -0.2, 0.5]],
  "e_above_lowest_kcal_mol": 63.7,
  "homo_energy_ev": -9.1,
  "charge": 0,
  "smiles": "C=C1CCC1=O.O",
  "homo_lumo_gap_ha": 0.3469,
  "lumo_energy_ha": 0.014
}